{"formula": "C41H37F7FeN7O9S2", "method": "ωB97M-V/def2-TZVPD", "max_force_ev_per_a": 0.39, "homo_lumo_gap_ha": [0.2502, 0.2502], "total_charge": 1, "e_tot_ha": -5404.08823, "e_homo_ev": [-9.92, -9.92], "relative_energy_kcal_mol": 2.6, "symbols": ["Fe", "S", "S", "F", "F", "F", "F", "F", "F", "F", "O", "O", "O", "O", "O", "O", "O", "O", "O", "N", "N", "N", "N", "N", "N", "N", "C", "C", "C", "C", "C", "C", "C", "C", "C", "C", "C", "C", "C", "C", "C", "C", "C", "C", "C", "C", "C", "C", "C", "C", "C", "C", "C", "C", "C", "C", "C", "C", "C", "C", "C", "C", "C", "C", "C", "C", "C", "H", "H", "H", "H", "H", "H", "H", "H", "H", "H", "H", "H", "H", "H", "H", "H", "H", "H", "H", "H", "H", "H", "H", "H", "H", "H", "H", "H", "H", "H", "H", "H", "H", "H", "H", "H", "H"], "positions_angstrom": [[-0.123, 0.263, 0.312], [3.735, -1.812, -0.263], [1.196, -2.965, 0.180], [-0.584, -3.469, -1.667], [5.632, -3.152, 0.997], [5.805, -0.995, 1.103], [4.324, -2.029, 2.299], [1.184, -4.717, -1.791], [1.276, -2.640, -2.407], [5.178, -0.282, 4.395], [1.352, 0.704, 1.490], [3.233, -0.473, -0.102], [-0.859, 4.265, 0.742], [4.459, -2.140, -1.449], [-0.810, 2.089, 0.286], [0.683, -3.965, 1.062], [0.569, -1.669, 0.238], [-3.502, -0.811, 2.268], [0.006, 0.313, -3.780], [6.219, 2.137, 5.257], [0.578, 0.496, -1.620], [-1.406, -0.188, 1.797], [2.516, 4.315, 2.953], [8.562, 1.415, 6.675], [2.734, -2.953, 0.160], [-1.664, -0.325, -0.729], [-2.843, -0.663, 3.566], [3.228, 3.178, 3.298], [6.113, 1.470, 6.547], [2.148, 2.359, -1.857], [-1.619, -0.299, -2.053], [-0.302, -0.482, 3.980], [8.648, 2.049, 5.309], [1.349, 0.893, -3.804], [0.928, 3.042, 1.649], [0.346, -1.638, 3.557], [-0.293, 0.183, -2.492], [4.944, -2.024, 1.113], [-3.861, -1.068, -2.149], [1.558, 4.674, -1.549], [1.316, -0.235, 5.748], [-2.710, -0.668, -2.820], [3.782, 3.918, -1.030], [4.369, 3.229, 4.116], [4.116, 6.190, 2.586], [0.189, 0.220, 5.074], [4.529, 0.841, 4.005], [2.853, 4.944, -1.126], [2.952, 5.643, 3.397], [1.772, 0.974, -2.315], [1.965, -1.384, 5.319], [-2.542, -0.581, 1.376], [7.402, 1.690, 4.528], [3.429, 2.623, -1.390], [-1.506, 0.035, 3.236], [-2.760, -0.698, -0.079], [5.023, 2.068, 4.462], [2.787, 1.939, 2.823], [1.210, 3.384, -1.912], [-0.354, 3.151, 0.829], [1.424, 4.203, 2.165], [1.481, -2.082, 4.219], [0.746, -3.498, -1.524], [-3.902, -1.085, -0.759], [3.438, 0.760, 3.194], [1.634, 1.833, 1.922], [7.309, 1.834, 7.401], [3.137, 5.959, -0.881], [3.195, 5.589, 4.459], [6.048, 0.375, 6.453], [3.067, -0.188, 2.831], [5.210, 1.808, 7.056], [4.144, 1.813, -1.307], [-4.788, -1.386, -0.218], [-2.691, -1.662, 3.974], [0.814, 5.458, -1.588], [4.987, 5.535, 2.638], [8.722, 3.123, 5.472], [0.887, 5.118, 1.944], [4.768, 4.163, 4.484], [3.834, 6.287, 1.540], [-4.734, -1.366, -2.713], [2.588, 0.283, -2.088], [7.383, 2.910, 7.546], [-3.503, -0.087, 4.206], [-0.302, 1.132, 5.394], [2.847, -1.737, 5.838], [-2.657, -0.641, -3.898], [1.267, 1.872, -4.273], [9.552, 1.681, 4.830], [7.298, 1.327, 8.364], [4.403, 7.173, 2.959], [0.191, 3.175, -2.219], [1.981, 0.242, -4.400], [8.557, 0.397, 6.567], [1.685, 0.312, 6.607], [9.387, 1.651, 7.226], [7.387, 0.608, 4.327], [7.444, 2.198, 3.565], [1.987, -2.972, 3.865], [4.790, 4.125, -0.691], [-1.575, 1.117, 3.387], [-0.012, -2.177, 2.687], [2.088, 6.299, 3.312]], "forces_ev_per_a": [[-0.18, -0.06, -0.26], [-0.11, 0.12, 0.11], [-0.24, -0.02, -0.08], [0.01, 0.00, 0.01], [0.01, 0.02, -0.01], [-0.01, -0.03, 0.01], [0.04, -0.03, -0.02], [0.00, 0.00, 0.00], [-0.01, -0.01, 0.01], [0.02, -0.03, 0.00], [-0.01, 0.07, 0.00], [0.22, -0.27, 0.03], [-0.01, -0.01, 0.01], [0.04, 0.04, -0.08], [-0.03, 0.02, 0.10], [0.08, 0.02, -0.08], [-0.10, 0.14, 0.13], [0.01, 0.00, 0.02], [0.01, 0.01, 0.02], [0.02, 0.01, -0.04], [-0.13, 0.01, 0.37], [0.05, 0.11, -0.24], [0.06, 0.04, -0.07], [0.00, 0.00, 0.00], [0.33, -0.18, 0.04], [0.04, 0.16, 0.16], [0.00, 0.00, -0.01], [-0.02, 0.00, 0.03], [0.00, -0.02, 0.02], [-0.02, 0.03, 0.02], [0.07, -0.02, -0.01], [0.04, 0.02, 0.03], [0.00, 0.00, 0.01], [-0.02, 0.00, 0.00], [0.03, 0.01, -0.01], [-0.01, -0.02, -0.03], [-0.05, 0.00, -0.12], [0.01, -0.04, 0.01], [0.02, -0.01, 0.00], [-0.02, 0.03, 0.00], [-0.01, -0.04, 0.02], [-0.01, -0.03, 0.03], [-0.03, 0.01, -0.01], [0.00, 0.01, 0.02], [0.00, -0.03, 0.01], [0.02, 0.00, -0.02], [0.00, 0.05, -0.01], [0.05, -0.03, 0.03], [-0.04, -0.02, 0.02], [0.19, -0.16, -0.14], [-0.04, -0.01, 0.03], [-0.02, 0.00, -0.03], [-0.01, 0.00, 0.01], [0.04, 0.00, 0.02], [-0.02, -0.06, 0.07], [-0.05, -0.04, -0.01], [-0.02, -0.03, -0.01], [0.02, 0.01, -0.05], [0.01, 0.00, -0.02], [0.08, 0.00, -0.06], [-0.06, -0.01, 0.05], [-0.05, -0.02, 0.02], [-0.01, -0.02, 0.00], [0.01, -0.01, -0.01], [0.03, 0.04, -0.03], [-0.07, -0.03, 0.01], [0.01, 0.00, 0.00], [0.01, 0.04, 0.04], [-0.01, 0.00, 0.00], [-0.01, 0.01, 0.01], [-0.02, 0.07, 0.01], [0.00, 0.01, 0.00], [-0.03, 0.02, -0.02], [0.00, 0.00, 0.00], [0.00, -0.01, -0.01], [0.01, 0.01, 0.01], [0.00, 0.01, 0.00], [0.00, 0.00, 0.00], [0.01, 0.00, -0.02], [0.00, -0.01, -0.01], [-0.02, 0.01, -0.07], [0.00, 0.01, 0.00], [-0.10, 0.15, -0.11], [0.00, 0.00, 0.00], [0.00, -0.01, 0.01], [-0.01, 0.00, 0.00], [0.01, 0.00, -0.01], [-0.01, 0.00, 0.00], [0.02, 0.00, -0.01], [0.00, 0.00, -0.01], [0.00, 0.00, 0.00], [-0.01, 0.00, 0.00], [0.01, 0.00, 0.00], [-0.02, -0.02, 0.01], [0.00, 0.00, 0.00], [0.00, 0.01, 0.00], [0.00, 0.00, 0.00], [0.00, 0.00, 0.00], [0.00, 0.00, 0.00], [0.00, -0.01, 0.01], [0.00, 0.01, 0.00], [-0.05, -0.01, 0.02], [0.01, 0.03, 0.12], [0.00, 0.00, -0.02]], "mulliken_charge": [0.56, 1.21, 1.02, -0.23, -0.24, -0.23, -0.18, -0.23, -0.20, -0.56, 0.43, -0.47, -0.82, -0.75, -0.40, -0.78, -0.45, -0.54, -0.57, 0.37, 0.46, 0.37, 0.33, -0.13, -0.66, 0.98, -0.60, 0.50, -0.33, 0.10, -0.30, 0.08, -0.96, -0.51, -0.08, -0.32, 0.25, 0.52, -0.84, -0.76, -0.76, -0.49, -0.92, -0.67, -0.74, -0.33, 0.52, -0.67, -1.18, 0.25, -0.50, 0.26, -0.37, -0.28, -0.61, -0.08, -1.94, 1.05, -0.04, -0.25, -0.24, -0.74, 0.65, -0.52, -0.30, 0.29, -0.93, 0.58, 0.52, 0.34, -0.04, 0.43, 0.48, 0.66, 0.36, 0.40, 0.30, 0.36, 0.56, 0.59, 0.06, 0.48, 0.11, 0.36, 0.34, 0.43, 0.43, 0.66, 0.33, 0.44, 0.43, 0.42, 0.27, 0.37, 0.40, 0.44, 0.35, 0.35, 0.45, 0.53, 0.42, 0.64, 0.72, 0.50]}

---

{"formula": "C41H37MnN4OPS", "method": "ωB97M-V/def2-TZVPD", "max_force_ev_per_a": 0.86, "homo_lumo_gap_ha": [0.2495, 0.2920], "e_tot_ha": -3769.42514, "e_homo_ev": [-6.67, -7.89], "multiplicity": 6, "symbols": ["Mn", "S", "P", "O", "N", "N", "N", "N", "C", "C", "C", "C", "C", "C", "C", "C", "C", "C", "C", "C", "C", "C", "C", "C", "C", "C", "C", "C", "C", "C", "C", "C", "C", "C", "C", "C", "C", "C", "C", "C", "C", "C", "C", "C", "C", "C", "C", "C", "C", "H", "H", "H", "H", "H", "H", "H", "H", "H", "H", "H", "H", "H", "H", "H", "H", "H", "H", "H", "H", "H", "H", "H", "H", "H", "H", "H", "H", "H", "H", "H", "H", "H", "H", "H", "H", "H"], "positions_angstrom": [[0.334, 1.429, 0.453], [0.102, 2.524, 4.906], [-2.163, 0.262, -1.493], [5.835, -1.716, -0.472], [0.288, 1.303, 2.662], [2.431, 1.248, -0.086], [-1.153, 0.668, -0.440], [4.156, -2.829, 0.557], [0.239, 0.797, 4.948], [-0.129, 5.945, 0.762], [-2.147, 1.279, -3.019], [4.137, -0.358, 0.400], [-3.283, 1.609, -3.754], [-1.978, -1.434, -2.168], [-0.996, -2.245, -1.611], [-0.802, 2.523, -4.597], [-6.502, 0.636, 0.008], [-0.905, 1.746, -3.452], [-1.598, -4.035, -3.104], [0.257, -0.069, 6.040], [-0.112, 6.096, 2.149], [-0.017, 4.969, 2.942], [0.391, -1.912, 4.478], [3.157, 2.185, 0.534], [0.311, 0.320, 3.642], [4.863, 0.614, 1.078], [-3.183, 2.396, -4.897], [-1.943, 2.852, -5.320], [-0.804, -3.542, -2.077], [0.169, 2.494, 3.166], [0.076, 3.712, 2.337], [-5.691, 1.755, -0.148], [-2.578, -3.229, -3.671], [2.928, 0.012, -0.154], [4.674, -4.558, -1.177], [4.822, -4.104, 0.270], [4.369, 1.901, 1.145], [0.372, -1.047, 3.401], [2.923, -2.873, 1.338], [0.074, 3.511, 0.945], [0.341, -1.426, 5.792], [1.753, -3.452, 0.551], [-4.713, -0.766, -0.784], [-2.764, -1.935, -3.205], [4.772, -1.701, 0.131], [-6.011, -0.623, -0.301], [-4.398, 1.611, -0.625], [-0.043, 4.684, 0.188], [-3.900, 0.349, -0.960], [1.967, -4.469, 0.220], [5.142, -3.837, -1.846], [-0.028, 1.511, -2.863], [0.433, -2.980, 4.307], [-3.755, 2.479, -0.725], [3.623, -4.662, -1.454], [-3.192, -3.610, -4.479], [0.351, -2.120, 6.623], [-0.178, 7.080, 2.598], [-7.515, 0.748, 0.376], [-1.866, 3.466, -6.209], [-0.210, 6.825, 0.132], [0.370, -1.404, 2.378], [-4.334, -1.753, -1.015], [-0.400, -1.830, -0.806], [-6.068, 2.738, 0.108], [3.107, -3.480, 2.227], [-3.521, -1.303, -3.660], [0.168, 2.877, -4.926], [-0.079, 4.610, -0.897], [4.390, -4.841, 0.949], [-4.255, 1.258, -3.430], [2.692, -1.871, 1.690], [1.540, -2.846, -0.334], [2.734, 3.181, 0.542], [-0.019, 5.073, 4.025], [4.912, 2.687, 1.652], [-0.037, -4.171, -1.639], [-1.454, -5.047, -3.463], [0.194, 0.309, 7.053], [2.328, -0.704, -0.708], [5.162, -5.524, -1.317], [0.852, -3.488, 1.167], [5.819, 0.358, 1.520], [-6.637, -1.497, -0.164], [-4.075, 2.658, -5.454], [5.878, -3.995, 0.514]], "forces_ev_per_a": [[-0.63, 0.57, -0.13], [0.00, 0.15, 0.14], [-0.26, -0.07, -0.41], [0.01, -0.05, 0.12], [0.12, -0.31, 0.09], [0.30, 0.06, 0.25], [0.25, -0.56, 0.05], [-0.08, -0.01, 0.03], [-0.02, 0.03, 0.14], [-0.01, 0.06, 0.07], [0.04, 0.07, -0.10], [0.16, -0.09, -0.03], [0.01, -0.02, -0.07], [-0.05, -0.10, 0.00], [-0.11, -0.04, -0.08], [0.00, -0.04, 0.03], [0.00, -0.02, -0.01], [-0.18, 0.07, -0.04], [0.00, 0.03, 0.02], [-0.02, 0.04, -0.05], [0.00, -0.06, -0.08], [-0.03, 0.02, 0.04], [0.01, 0.01, 0.03], [0.13, -0.02, 0.04], [0.01, 0.06, -0.27], [0.16, -0.11, -0.02], [-0.01, -0.06, 0.07], [0.03, -0.01, 0.02], [0.00, 0.05, 0.03], [-0.03, 0.42, 0.08], [0.02, -0.18, 0.24], [0.06, 0.00, -0.02], [0.02, 0.05, 0.04], [-0.13, -0.27, -0.24], [-0.01, 0.03, 0.01], [-0.09, 0.04, -0.08], [-0.07, 0.17, -0.05], [0.02, -0.17, -0.01], [0.04, -0.03, -0.13], [0.30, 0.20, 0.10], [-0.01, -0.01, -0.08], [0.03, 0.04, -0.01], [-0.05, 0.04, 0.03], [0.04, 0.04, -0.07], [0.00, 0.07, 0.01], [0.06, 0.01, -0.02], [-0.01, -0.07, 0.05], [-0.03, -0.04, -0.08], [-0.15, 0.04, 0.04], [0.00, 0.03, 0.02], [-0.02, -0.01, 0.01], [0.09, -0.02, 0.02], [-0.01, 0.02, 0.01], [-0.02, 0.00, -0.01], [0.04, 0.00, 0.01], [0.01, 0.03, 0.03], [0.01, 0.02, -0.04], [0.00, -0.02, -0.01], [0.02, 0.00, 0.01], [0.01, -0.02, 0.02], [-0.01, -0.03, 0.02], [0.01, -0.02, 0.00], [-0.02, 0.00, -0.01], [0.00, -0.01, 0.02], [0.02, -0.03, -0.02], [0.03, -0.01, 0.04], [0.02, -0.05, 0.03], [-0.02, 0.00, 0.02], [0.04, 0.03, 0.04], [0.02, -0.01, 0.01], [-0.01, 0.03, 0.00], [0.00, 0.05, 0.01], [0.03, -0.07, 0.07], [-0.05, 0.00, 0.08], [0.01, -0.01, -0.06], [-0.01, -0.02, -0.02], [-0.04, 0.02, -0.01], [0.01, 0.02, 0.00], [0.01, -0.01, -0.03], [-0.02, -0.01, 0.05], [-0.02, 0.04, 0.01], [0.00, 0.02, 0.00], [-0.03, 0.01, -0.04], [0.02, 0.02, -0.01], [0.01, -0.02, 0.02], [0.04, 0.00, 0.01]], "mulliken_charge": [0.16, -0.41, 0.48, -0.64, 0.17, -0.54, -0.08, 0.31, 0.93, -0.65, 0.53, 0.43, -0.21, -0.27, 0.04, -0.77, -0.43, -0.45, -0.65, -0.75, -0.68, -0.93, -0.74, -0.14, -1.23, -0.41, -0.79, -0.39, -0.17, 1.16, 0.76, -0.69, -0.80, -0.10, -1.03, -0.82, -0.89, 0.14, -0.97, -0.45, -0.42, -0.74, -0.37, -0.15, 0.33, -0.67, -0.46, 0.23, 0.24, 0.47, 0.31, 0.28, 0.42, 0.51, 0.24, 0.40, 0.38, 0.39, 0.38, 0.38, 0.39, 0.43, 0.37, 0.01, 0.39, 0.19, 0.39, 0.41, 0.47, 0.39, 0.35, 0.33, -0.01, 0.48, 0.36, 0.45, 0.33, 0.39, 0.40, 0.58, 0.38, 0.56, 0.50, 0.40, 0.40, 0.44]}